Below is 2 unconnected molecules or ions with the total composition C4H10N2O2 in a non-equilibrium geometry, with properties calculated with ωB97M-V/def2-TZVPD.

Properties
* frontier orbital gap: 9.8 eV
* lowest unoccupied orbital energy: 0.57 eV
* SMILES string: CC(N)=O.CC(N)=O
* relative energy (zero: lowest compared OMol25 entry of this formula, charge and spin): 119.2 kJ/mol
* electronic energy: -11385.667 eV

Geometry (Å):
C 0.938 1.692 -2.507
C -0.047 0.602 -2.138
N -0.480 -0.282 -3.085
O -0.232 0.372 -0.961
H 1.809 1.304 -2.973
H 1.306 2.012 -1.529
H 0.551 2.624 -2.933
H -0.761 -1.175 -2.735
H -0.604 -0.202 -4.102
C -1.346 -0.240 1.773
C -0.052 -0.556 2.385
N 1.044 -0.894 1.551
O 0.046 -0.841 3.560
H -2.250 -0.276 2.326
H -1.348 -1.012 0.946
H -1.348 0.738 1.276
H 1.912 -0.909 2.019
H 1.239 -0.320 0.752

Charge distribution, Löwdin scheme, values in e: -0.003, -0.562, 0.148, 0.022, 0.066, 0.080, 0.085, 0.097, 0.119, -0.028, -0.574, 0.134, 0.041, 0.069, 0.101, 0.077, 0.072, 0.057